Molecular formula: C2H9NOS
Method: DFT, wB97M-V/def2-TZVPD

Output
**HOMO-LUMO gap**: 10.09 eV
**ΔE to the lowest compared entry with this formula, charge and spin**: 64.4 kJ/mol
**HOMO level**: -0.33361 Ha
**Calculated total energy**: -16591.9990 eV

Geometry (Å):
N1 1.29819 -3.34016 -1.56615
C1 2.51190 -3.03198 -2.24946
O1 2.30940 -1.93605 -3.20212
H1 0.76054 -2.52684 -1.33664
H2 0.63008 -3.91246 -2.07577
H3 3.18826 -2.55215 -1.54346
H4 2.83029 -3.94437 -2.74277
H5 2.72607 -2.10203 -4.04540
C2 -3.13825 2.45640 2.18009
S1 -1.40587 2.86854 2.49323
H6 -3.87074 2.64787 2.95582
H7 -3.42021 3.00273 1.27570
H8 -3.24643 1.42835 1.83932
H9 -1.47768 4.19008 2.38710

Results of the Löwdin charge analysis, in e, for atoms 1 through 4:
1 N 0.006
2 C -0.319
3 O -0.096
4 H 0.062

Molecular formula: C16H21N9NdO3P
Method: DFT, wB97M-V/def2-TZVPD

Output
**HOMO-LUMO gap (spin up / spin down)**: 8.64 / 8.75 eV
**2S+1**: 4
**HOMO level (spin up / spin down)**: -0.31350 / -0.31356 Ha
**Calculated total energy**: -61050.5710 eV

Geometry (Å):
Nd1 1.18817 1.35573 0.13346
N1 1.69202 4.28196 2.70953
C1 0.51450 3.89244 2.10874
N2 -0.69072 3.82373 2.65633
N3 -1.47441 3.18153 1.73883
N4 -0.75993 2.97843 0.69106
N5 0.49623 3.48543 0.84634
C2 2.75899 3.42344 2.59357
N6 3.95014 3.54871 3.12858
N7 4.62846 2.46183 2.65942
N8 3.87760 1.74083 1.88519
N9 2.68245 2.32629 1.82770
H1 1.66423 4.87922 3.50972
C3 -2.67508 -3.84449 1.95223
C4 -1.76899 -2.89400 2.72708
O1 -0.85592 -2.23466 1.82796
P1 -1.06109 -0.64172 1.69385
O2 0.33208 -0.02615 2.31703
C5 0.26161 0.15094 3.82157
C6 -1.04475 0.86312 4.19805
O3 -0.55223 -0.33540 0.14074
C7 -1.23308 -1.06041 -0.91587
C8 -0.30114 -2.09293 -1.52601
H2 -3.25485 -4.43128 2.65079
H3 -2.10134 -4.49442 1.33376
H4 -3.36562 -3.27383 1.32279
H5 -1.20464 -3.39742 3.48683
H6 -2.34527 -2.15021 3.27442
H7 1.13053 0.76327 4.03804
H8 0.31711 -0.83959 4.27117
H9 -1.06527 1.88067 3.80528
H10 -1.15728 0.82165 5.25125
H11 -1.93846 0.34239 3.79966
H12 -1.46900 -0.31136 -1.66918
H13 -2.17950 -1.42556 -0.56468
H14 0.60390 -1.65142 -1.86055
H15 -0.77176 -2.53648 -2.42254
H16 -0.03853 -2.83461 -0.71865
C9 1.86888 1.00657 -2.12720
C10 1.40646 0.50697 -3.14480
C11 0.88430 -0.05668 -4.36163
C12 1.70357 -0.88341 -5.12025
C13 1.24436 -1.36647 -6.34695
C14 -0.08351 -1.18417 -6.74942
C15 -0.85986 -0.35087 -5.99245
C16 -0.40516 0.23993 -4.80896
H17 2.75031 -1.04239 -4.83702
H18 1.92868 -1.96055 -6.95179
H19 -0.33719 -1.47813 -7.75131
H20 -1.84640 -0.07230 -6.28029
H21 -1.04362 0.91582 -4.25142

Results of the Löwdin charge analysis, in e, for atoms 1 through 4:
1 Nd 1.838
2 N 0.146
3 C -0.483
4 N 0.056

Molecular formula: C22H27N3O3S
Method: DFT, wB97M-V/def2-TZVPD

Output
**HOMO-LUMO gap**: 8.24 eV
**ΔE to the lowest compared entry with this formula, charge and spin**: 231.9 kJ/mol
**HOMO level**: -0.30274 Ha
**Calculated total energy**: -44700.7323 eV

Geometry (Å):
C1 4.83311 1.56065 2.52966
C2 3.55285 0.99832 1.99752
C3 2.46092 1.82634 1.75951
C4 1.28354 1.32191 1.24212
C5 1.17832 -0.03288 0.94045
C6 -0.03582 -0.61856 0.31844
O1 0.00939 -1.53349 -0.47882
N1 -1.20889 -0.01654 0.70031
C7 -2.47566 -0.44351 0.28716
C8 -3.50860 -0.64201 1.13053
C9 -3.54578 -0.53502 2.55296
C10 -4.66173 -0.70353 3.33716
C11 -4.41143 -0.56761 4.71369
C12 -3.10810 -0.29659 4.98723
S1 -2.15519 -0.20874 3.56205
C13 -2.72539 -0.63510 -1.17844
O2 -3.64239 -1.32064 -1.58861
N2 -1.92404 0.08588 -1.98668
C14 -1.99198 -0.00906 -3.42823
C15 -0.65585 0.39047 -4.04277
C16 0.48282 -0.55438 -3.62952
N3 1.64882 0.19693 -3.19410
C17 2.35425 0.84291 -4.28766
C18 3.47229 1.70851 -3.70504
O3 4.37595 0.94669 -2.94021
C19 3.69868 0.26874 -1.90616
C20 2.59193 -0.62744 -2.45651
C21 2.27136 -0.86412 1.16781
C22 3.43909 -0.35469 1.69849
H1 5.45170 1.90952 1.70201
H2 4.64449 2.40588 3.18757
H3 5.39419 0.80461 3.07323
H4 2.53788 2.88166 1.97915
H5 0.45917 1.99320 1.04603
H6 -1.17889 0.55092 1.53745
H7 -4.44142 -0.93406 0.66642
H8 -5.63069 -0.91908 2.92454
H9 -5.16732 -0.66821 5.47179
H10 -2.63913 -0.14364 5.93875
H11 -1.14791 0.60268 -1.60673
H12 -2.78723 0.65063 -3.79940
H13 -2.26226 -1.03635 -3.68938
H14 -0.76286 0.42108 -5.12746
H15 -0.40711 1.39803 -3.70090
H16 0.72890 -1.24368 -4.45434
H17 0.16215 -1.15803 -2.77785
H18 1.66273 1.47392 -4.84808
H19 2.79268 0.09985 -4.97859
H20 4.05924 2.17209 -4.50009
H21 3.02367 2.49266 -3.07517
H22 4.45169 -0.32149 -1.38165
H23 3.25792 0.99769 -1.20868
H24 2.06753 -1.11656 -1.63599
H25 3.04277 -1.40126 -3.10292
H26 2.18441 -1.91315 0.92811
H27 4.27714 -1.01194 1.87822

Results of the Löwdin charge analysis, in e, for atoms 1 through 4:
1 C -0.044
2 C -0.275
3 C -0.037
4 C -0.025

Molecular formula: ClH3OSi
Method: DFT, wB97M-V/def2-TZVPD

Output
**HOMO-LUMO gap (spin up / spin down)**: 7.07 / 7.21 eV
**2S+1**: 3
**ΔE to the lowest compared entry with this formula, charge and spin**: 58.4 kJ/mol
**HOMO level (spin up / spin down)**: -0.24324 / -0.42886 Ha
**Calculated total energy**: -22491.5105 eV

Geometry (Å):
O1 0.74790 0.14310 0.62070
Si1 -0.51148 0.81621 0.14059
Cl1 1.00693 -3.52156 1.10917
H1 1.09877 -2.24293 0.97444
H2 -1.20065 0.46819 -1.09306
H3 -1.19721 1.89135 0.84241

Results of the Löwdin charge analysis, in e, for atoms 1 through 4:
1 O -0.282
2 Si 0.493
3 Cl 0.276
4 H -0.292

Molecular formula: C34H57Cl2GeN4OPPd
Method: DFT, wB97M-V/def2-TZVPD

Output
**HOMO-LUMO gap**: 6.78 eV
**ΔE to the lowest compared entry with this formula, charge and spin**: 0.0 kJ/mol
**HOMO level**: -0.51548 Ha
**Total charge**: +2
**Calculated total energy**: -138507.5053 eV

Geometry (Å):
Pd1 -0.58162 -1.69877 -0.65810
C1 4.46877 0.56285 -2.47770
C2 4.75854 -0.37871 -1.49472
C3 3.82512 -1.34312 -1.16149
C4 2.59406 -1.34129 -1.81210
C5 2.28486 -0.38774 -2.77400
C6 3.23732 0.55532 -3.12040
N1 1.58545 -2.29570 -1.50578
N2 2.03854 -3.41525 -1.19569
C7 1.16616 -4.39302 -0.66176
C8 1.80442 -5.43682 -0.02081
C9 1.09123 -6.31008 0.78483
C10 -0.26139 -6.07013 0.98120
C11 -0.87451 -5.07753 0.25314
N3 -0.20008 -4.29835 -0.61900
H1 5.20836 1.30679 -2.74213
H2 5.71719 -0.36130 -0.99431
H3 4.03106 -2.08552 -0.40233
H4 1.31999 -0.41593 -3.26540
H5 3.02014 1.28445 -3.88933
H6 2.87661 -5.50551 -0.14131
H7 1.58622 -7.13765 1.27379
H8 -0.85271 -6.66631 1.66103
H9 -1.93532 -4.88851 0.31471
O1 -0.08846 0.29032 0.07708
P1 -0.09510 1.71173 0.60894
C12 1.44846 2.02181 1.50605
C13 1.77517 0.88069 2.48038
C14 2.90793 1.31019 3.42855
C15 3.88608 2.27604 2.74446
C16 3.98658 1.95594 1.25794
C17 2.64373 2.20427 0.54448
C18 -0.31895 2.89110 -0.75197
C19 0.52466 2.60341 -1.99936
C20 -0.08553 3.33608 -3.20580
C21 -0.72362 4.67583 -2.79759
C22 -0.00022 5.26394 -1.59025
C23 -0.20210 4.37748 -0.34828
C24 -1.54047 2.00111 1.68952
C25 -1.97609 0.72412 2.43618
C26 -3.00300 1.08497 3.50520
C27 -2.34946 1.92745 4.61550
C28 -1.15863 2.74322 4.09144
C29 -1.40560 3.20677 2.65894
H10 1.29391 2.93546 2.08823
H11 2.08037 0.01217 1.88619
H12 0.90457 0.58567 3.07014
H13 3.44159 0.42196 3.77212
H14 2.48162 1.78070 4.31677
H15 4.86458 2.21117 3.21911
H16 3.55262 3.30971 2.87064
H17 4.28437 0.91037 1.13744
H18 4.76308 2.55702 0.78432
H19 2.54954 1.50726 -0.29457
H20 2.62718 3.21471 0.13231
H21 -1.36465 2.69672 -1.03073
H22 0.58010 1.53036 -2.18201
H23 1.54490 2.95033 -1.83620
H24 -0.82893 2.69975 -3.69592
H25 0.69774 3.51419 -3.94472
H26 -1.78084 4.53975 -2.54744
H27 -0.69754 5.37147 -3.63545
H28 -0.35876 6.27061 -1.37782
H29 1.06479 5.35551 -1.81839
H30 -1.10836 4.68618 0.17621
H31 0.63075 4.52509 0.34396
H32 -2.33690 2.23414 0.97201
H33 -1.11894 0.25043 2.92345
H34 -2.37728 0.00157 1.72019
H35 -3.45092 0.18495 3.92760
H36 -3.81671 1.64330 3.03398
H37 -2.01731 1.28092 5.42939
H38 -3.09327 2.60217 5.04078
H39 -0.23957 2.15008 4.13150
H40 -0.98945 3.60680 4.73447
H41 -0.62041 3.89072 2.33820
H42 -2.33194 3.78487 2.63183
N4 -0.21694 -2.14280 1.54400
H43 0.17483 -1.25708 1.85366
H44 0.45083 -2.87456 1.76899
H45 -1.05100 -2.31784 2.09614
Cl1 -4.44504 -0.05449 -2.89448
C30 -2.93398 0.60248 -2.31564
Cl2 -1.53864 -0.48675 -2.65166
H46 -2.97509 0.73659 -1.24034
H47 -2.71691 1.52680 -2.83950
C31 -3.20550 -3.44739 -3.79341
Ge1 -2.86546 -3.93373 -1.94824
C32 -3.88831 -3.02006 -0.55173
C33 -3.06215 -5.87519 -1.81091
C34 -0.91785 -3.49446 -1.59968
H48 -4.28174 -3.40846 -3.96186
H49 -2.79369 -4.23163 -4.42955
H50 -2.77596 -2.49461 -4.08329
H51 -4.72888 -2.47624 -0.97981
H52 -4.28880 -3.74621 0.15725
H53 -3.26376 -2.30686 -0.00913
H54 -3.93856 -6.16563 -2.39129
H55 -3.20970 -6.23271 -0.79324
H56 -2.19993 -6.38496 -2.24374
H57 -0.29152 -3.41897 -2.48393

Results of the Löwdin charge analysis, in e, for atoms 1 through 4:
1 Pd 0.652
2 C -0.044
3 C -0.062
4 C -0.016

Molecular formula: C3H8N2O
Method: DFT, wB97M-V/def2-TZVPD

Output
**HOMO-LUMO gap**: 8.66 eV
**ΔE to the lowest compared entry with this formula, charge and spin**: 349.8 kJ/mol
**HOMO level**: -0.29017 Ha
**Calculated total energy**: -8265.7007 eV

Geometry (Å):
H1 0.31299 2.28374 -0.01960
N1 0.21655 1.36279 0.41948
C1 0.37595 0.39516 -0.46121
C2 0.77920 0.61954 -1.87434
O1 -0.23277 -0.81806 -0.30531
C3 -0.52781 -1.29535 0.99788
N2 -1.02269 -0.40596 1.92981
H2 0.89015 1.68018 -2.10481
H3 1.73896 0.12956 -2.05478
H4 0.03380 0.18461 -2.55588
H5 0.26005 -1.99357 1.28895
H6 -1.34241 -2.04064 0.32513
H7 -0.91449 -0.80868 2.85799
H8 -0.56748 0.70666 1.55670

Results of the Löwdin charge analysis, in e, for atoms 1 through 4:
1 H 0.081
2 N 0.100
3 C -0.406
4 C -0.008

Molecular formula: C3H10N2O3
Method: DFT, wB97M-V/def2-TZVPD

Output
**HOMO-LUMO gap**: 10.02 eV
**ΔE to the lowest compared entry with this formula, charge and spin**: 56.2 kJ/mol
**HOMO level**: -0.34517 Ha
**Calculated total energy**: -12396.1526 eV

Geometry (Å):
N1 1.67983 -0.81717 1.13786
C1 0.42786 -0.35514 1.34773
O1 -0.41210 -1.03846 1.91857
C2 0.08438 1.03866 0.84790
N2 -0.36979 1.05584 -0.51938
C3 0.55060 1.00320 -1.62796
O2 1.22247 -0.22548 -1.81208
H1 1.87754 -1.76084 1.41521
H2 2.25810 -0.43710 0.41252
H3 0.91424 1.73923 0.98215
H4 -0.72274 1.40343 1.47824
H5 -1.21480 0.55910 -0.72681
H6 1.32253 1.75154 -1.44826
H7 -0.00517 1.29516 -2.52025
H8 0.60610 -0.95864 -1.92065
O3 -2.92906 -1.74676 0.28452
H9 -2.16203 -1.61413 0.85891
H10 -3.12795 -0.89244 -0.10822

Results of the Löwdin charge analysis, in e, for atoms 1 through 4:
1 N 0.175
2 C -0.517
3 O 0.028
4 C -0.137

Molecular formula: C10H11NO2
Method: DFT, wB97M-V/def2-TZVPD

Output
**HOMO-LUMO gap**: 7.82 eV
**ΔE to the lowest compared entry with this formula, charge and spin**: 631.9 kJ/mol
**HOMO level**: -0.28372 Ha
**Calculated total energy**: -16127.7417 eV

Geometry (Å):
C1 3.20039 -1.43889 -0.53694
C2 2.08004 -0.28415 -0.62509
O1 1.14578 -0.22936 -1.38747
N1 2.28180 0.85801 0.09463
C3 1.30864 1.69549 0.27232
C4 -0.01078 1.85033 0.14263
C5 -0.92974 0.86379 -0.11763
C6 -2.31419 1.08990 -0.65712
C7 -3.26820 0.11374 -0.71551
C8 -2.99541 -1.15956 -0.25690
C9 -1.82810 -1.33869 0.51595
C10 -0.82039 -0.35116 0.51375
O2 0.34110 -0.46593 1.09104
H1 4.29617 -1.11660 -0.81268
H2 3.07323 -1.67969 0.68127
H3 2.77038 -2.11033 -1.22377
H4 2.94292 0.75725 1.03959
H5 1.57694 2.71672 0.49366
H6 -0.36723 2.95021 0.25277
H7 -2.73446 2.29591 -0.75484
H8 -4.52308 0.43030 -0.64292
H9 -3.74496 -1.99939 -0.49727
H10 -1.72136 -2.19356 1.12969
H11 0.24049 -1.25433 2.00085

Results of the Löwdin charge analysis, in e, for atoms 1 through 4:
1 C 0.009
2 C -0.524
3 O 0.080
4 N 0.045

Molecular formula: C2H6N4O
Method: DFT, wB97M-V/def2-TZVPD

Output
**HOMO-LUMO gap (spin up / spin down)**: 7.92 / 7.92 eV
**ΔE to the lowest compared entry with this formula, charge and spin**: 741.1 kJ/mol
**HOMO level (spin up / spin down)**: -0.28001 / -0.28003 Ha
**Calculated total energy**: -10172.3808 eV

Geometry (Å):
C1 -0.85447 -0.18677 -0.22662
C2 1.04847 -0.38783 -0.28102
N1 -1.34994 0.65544 0.64552
N2 1.65970 0.35113 0.50851
N3 1.43281 -1.34307 -1.17273
N4 -0.51498 1.47409 1.23820
O1 2.96418 0.27031 0.55723
H1 -1.31358 -0.89446 -0.85550
H2 -2.41242 0.80394 0.68134
H3 2.06681 -1.86544 -0.64788
H4 0.53926 -1.65733 -1.56877
H5 -0.88340 1.86854 2.09835
H6 1.05831 1.16514 0.91072

Results of the Löwdin charge analysis, in e, for atoms 1 through 4:
1 C 0.060
2 C -0.261
3 N -0.163
4 N -0.151

Molecular formula: CH2Cl2O2
Method: DFT, wB97M-V/def2-TZVPD

Output
**HOMO-LUMO gap**: 11.45 eV
**ΔE to the lowest compared entry with this formula, charge and spin**: 337.9 kJ/mol
**HOMO level**: -0.40300 Ha
**Calculated total energy**: -30206.0396 eV

Geometry (Å):
O1 1.65009 0.24703 0.29268
O2 0.35320 -0.13048 0.79765
C1 -0.55880 0.10050 -0.18401
Cl1 -1.52807 1.64270 -0.04086
Cl2 -1.76143 -1.22268 -0.06103
H1 2.06052 -0.60315 0.46608
H2 -0.21551 -0.03393 -1.27051

Results of the Löwdin charge analysis, in e, for atoms 1 through 4:
1 O 0.012
2 O -0.211
3 C -1.114
4 Cl 0.532

Molecular formula: C5H12O
Method: DFT, wB97M-V/def2-TZVPD

Output
**HOMO-LUMO gap**: 9.97 eV
**ΔE to the lowest compared entry with this formula, charge and spin**: 178.9 kJ/mol
**HOMO level**: -0.33443 Ha
**Calculated total energy**: -7425.4571 eV

Geometry (Å):
C1 -0.97076 -1.55186 0.17909
C2 -0.35940 -0.45884 0.62037
C3 0.87835 0.13110 -0.00259
C4 2.00885 -0.54230 0.76264
O1 0.91774 -0.16709 -1.38683
H1 -0.68358 -1.99636 -0.76969
H2 -1.83099 -1.95559 0.70240
H3 -0.70562 0.06431 1.51166
H4 0.91670 1.22596 0.13947
H5 2.99708 -0.24268 0.40477
H6 1.87933 -1.62221 0.64872
H7 1.92928 -0.29916 1.82792
H8 1.80583 0.04290 -1.70376
C5 -1.75297 1.48969 -0.58608
H9 -1.41386 2.09487 0.26651
H10 -1.16850 1.75221 -1.46986
H11 -2.82142 1.61629 -0.72386
H12 -1.62607 0.41876 -0.42090

Results of the Löwdin charge analysis, in e, for atoms 1 through 4:
1 C 0.000
2 C -0.227
3 C -0.465
4 C -0.053

Molecular formula: C5H8O
Method: DFT, wB97M-V/def2-TZVPD

Output
**HOMO-LUMO gap**: 10.48 eV
**ΔE to the lowest compared entry with this formula, charge and spin**: 192.5 kJ/mol
**HOMO level**: -0.34978 Ha
**Calculated total energy**: -7360.2598 eV

Geometry (Å):
C1 1.70716 0.18046 -0.21252
C2 0.28863 0.30115 0.43765
C3 -0.45292 -1.03932 0.36206
C4 -1.71142 -0.38012 -0.15336
O1 -2.85928 -0.75162 -0.13542
C5 -1.05652 0.95485 -0.36115
H1 1.70411 -0.17534 -1.25470
H2 2.33861 1.07630 -0.17203
H3 2.25716 -0.59798 0.34584
H4 0.39121 0.74833 1.42050
H5 -0.57752 -1.52377 1.32572
H6 -0.04615 -1.74117 -0.37348
H7 -1.68071 1.83691 -0.13039
H8 -0.30237 1.11131 -1.09872

Results of the Löwdin charge analysis, in e, for atoms 1 through 4:
1 C -0.083
2 C -0.283
3 C -0.099
4 C -0.422